No. 1
79
Properties=species:S:1:pos:R:3 method="wB97M-V/def2-TZVPD" smiles="C[N+](=O)[O-].C[N+](=O)[O-].C[N+](=O)[O-].C[N+](=O)[O-].C[N+](=O)[O-].COC(=O)OC.COC(=O)OC.COC(=O)OC.ClCCCl" relative_energy_kcal_mol=58.9
Cl 1.122 -1.000 -0.863
C 0.730 -0.284 0.717
C 0.837 -1.310 1.935
Cl 0.031 -2.898 1.621
H -0.311 0.011 0.586
H 1.402 0.564 0.851
H 0.378 -0.940 2.852
H 1.880 -1.507 2.181
C -0.281 -2.229 -3.730
N -0.685 -1.530 -5.026
O -0.216 -1.932 -6.068
O -1.447 -0.582 -4.942
H 0.775 -2.025 -3.548
H -0.429 -3.293 -3.916
H -0.922 -1.832 -2.943
C 4.199 -4.353 2.225
N 3.134 -5.196 2.917
O 2.667 -6.161 2.336
O 2.748 -4.881 4.020
H 4.523 -4.855 1.314
H 5.033 -4.291 2.925
H 3.762 -3.371 2.040
C 1.312 0.464 6.091
N 0.300 0.572 5.019
O 0.480 1.445 4.233
O -0.619 -0.280 4.916
H 1.269 1.315 6.770
H 2.287 0.354 5.615
H 1.028 -0.424 6.656
C 5.160 1.614 3.013
N 4.092 0.827 2.293
O 3.981 1.031 1.098
O 3.197 0.253 2.960
H 5.251 1.422 4.082
H 4.863 2.656 2.895
H 6.197 1.563 2.680
C 1.515 3.248 -1.401
N 0.226 3.761 -0.819
O 0.085 4.972 -0.767
O -0.647 3.103 -0.355
H 2.281 4.013 -1.530
H 1.157 2.971 -2.392
H 1.880 2.461 -0.742
C 0.844 2.239 -6.812
O 0.958 1.621 -5.506
C 2.212 1.365 -5.138
O 3.228 1.421 -5.838
O 2.139 0.965 -3.820
C 3.290 0.412 -3.184
H -0.189 2.469 -7.073
H 1.227 1.675 -7.663
H 1.347 3.205 -6.776
H 3.224 0.458 -2.097
H 4.112 1.068 -3.470
H 3.359 -0.615 -3.542
C -6.178 3.110 0.511
O -4.992 2.642 1.138
C -4.988 1.434 1.807
O -5.924 0.598 1.810
O -3.836 1.220 2.477
C -2.520 1.705 2.040
H -6.899 3.268 1.313
H -6.613 2.548 -0.316
H -5.958 4.105 0.125
H -2.109 1.090 1.239
H -1.785 1.669 2.845
H -2.600 2.732 1.683
C -3.942 -2.022 -2.724
O -3.943 -1.421 -1.346
C -3.667 -2.199 -0.296
O -3.223 -3.356 -0.261
O -3.918 -1.421 0.846
C -3.791 -2.044 2.118
H -3.829 -1.248 -3.484
H -4.790 -2.690 -2.876
H -3.049 -2.624 -2.890
H -2.818 -2.500 2.302
H -4.509 -2.862 2.062
H -4.091 -1.462 2.990

No. 2
61
Properties=species:S:1:pos:R:3 method="wB97M-V/def2-TZVPD" charge=-1 e_tot_ev=-34909.70632
O 3.343 -0.354 -1.031
C 3.738 -1.450 -0.949
O 5.121 -1.664 -0.773
C 2.951 -2.695 -1.041
C 1.489 -2.593 -0.599
C 0.906 -3.974 -0.953
C -0.339 -4.268 -0.139
F -0.346 -5.609 0.278
C 0.735 -1.577 -1.471
C 0.391 -0.248 -0.785
C -0.927 -0.272 -0.048
F -0.911 -1.127 1.033
H 5.344 -1.307 0.096
H 3.427 -3.428 -0.407
H 3.014 -3.095 -2.074
H 1.674 -4.699 -0.709
H 0.729 -4.052 -2.040
H -1.212 -4.084 -0.755
H -0.310 -3.623 0.715
H 1.278 -1.357 -2.402
H -0.222 -2.019 -1.746
H 0.317 0.567 -1.505
H 1.145 -0.032 -0.049
H -1.123 0.714 0.350
H -1.711 -0.570 -0.742
C -1.911 3.183 3.450
C -1.292 3.409 2.086
O -1.953 2.635 1.080
H -1.860 2.128 3.717
H -1.392 3.766 4.213
H -2.967 3.469 3.449
H -0.247 3.103 2.087
H -1.342 4.470 1.811
H -2.880 2.900 1.062
C -0.850 -7.928 -3.120
C -1.523 -8.542 -1.905
O -0.594 -8.760 -0.852
H -0.048 -8.576 -3.477
H -1.565 -7.774 -3.931
H -0.402 -6.965 -2.865
H -1.954 -9.512 -2.155
H -2.327 -7.890 -1.546
H -0.221 -7.900 -0.622
C -0.376 7.132 3.963
C 1.051 6.613 4.013
O 1.149 5.307 3.459
H -1.043 6.460 4.505
H -0.449 8.128 4.403
H -0.732 7.182 2.931
H 1.397 6.547 5.044
H 1.722 7.288 3.469
H 0.858 5.356 2.541
C -1.269 4.741 -2.616
C -0.258 3.702 -2.163
O 0.077 3.866 -0.793
H -0.876 5.748 -2.461
H -1.513 4.619 -3.674
H -2.192 4.659 -2.036
H 0.667 3.796 -2.729
H -0.650 2.691 -2.317
H -0.736 3.769 -0.279

No. 3
66
Properties=species:S:1:pos:R:3 method="wB97M-V/def2-TZVPD" smiles="CC[Si@H](O[SiH3])[C@H](C)F.CCOC(=O)OC.CCOC(=O)OC.CCOC(=O)OC" e_tot_ev=-56142.32832
C 3.351 -2.215 -0.883
C 2.064 -1.683 -1.544
Si 0.609 -1.517 -0.401
O -0.762 -2.110 -1.097
Si -1.890 -3.187 -0.598
C 0.222 0.289 -0.020
C 0.089 1.197 -1.249
F 1.268 0.774 0.814
H 3.176 -2.728 0.069
H 4.047 -1.398 -0.675
H 3.865 -2.925 -1.538
H 2.254 -0.696 -1.991
H 1.745 -2.329 -2.372
H 0.870 -2.220 0.877
H -1.693 -3.508 0.835
H -3.224 -2.588 -0.809
H -1.786 -4.426 -1.394
H -0.690 0.353 0.589
H -0.859 1.744 -1.263
H 0.168 0.646 -2.192
H 0.891 1.942 -1.216
C 3.848 3.592 -0.037
C 4.490 4.631 -0.925
O 3.533 5.617 -1.365
C 3.249 6.567 -0.479
O 3.782 6.725 0.590
O 2.386 7.414 -1.039
C 2.054 8.545 -0.226
H 3.000 3.129 -0.541
H 4.571 2.810 0.200
H 3.504 4.035 0.896
H 4.858 4.196 -1.852
H 5.312 5.138 -0.420
H 2.956 9.068 0.086
H 1.502 8.229 0.658
H 1.438 9.176 -0.858
C 4.852 -4.067 3.938
C 3.798 -4.112 5.020
O 3.298 -2.795 5.329
C 2.397 -2.319 4.474
O 1.952 -2.896 3.513
O 2.062 -1.089 4.853
C 1.113 -0.442 3.992
H 5.661 -3.393 4.222
H 5.270 -5.064 3.796
H 4.422 -3.735 2.994
H 4.208 -4.461 5.966
H 2.960 -4.747 4.735
H 0.225 -1.060 3.877
H 1.547 -0.254 3.012
H 0.875 0.492 4.491
C -8.928 -1.974 -4.475
C -8.419 -2.809 -3.323
O -7.028 -2.542 -3.047
C -6.792 -1.439 -2.343
O -7.621 -0.689 -1.895
O -5.474 -1.315 -2.190
C -5.073 -0.151 -1.459
H -8.311 -2.131 -5.361
H -9.951 -2.268 -4.712
H -8.924 -0.916 -4.217
H -8.435 -3.871 -3.559
H -8.996 -2.632 -2.417
H -5.602 -0.092 -0.510
H -5.276 0.747 -2.040
H -4.006 -0.267 -1.293

No. 4
65
Properties=species:S:1:pos:R:3 method="wB97M-V/def2-TZVPD" charge=-1 e_tot_ev=-58461.11374
C 1.997 -6.664 2.810
C 2.325 -5.788 1.607
O 1.215 -5.781 0.681
P 0.473 -4.366 0.655
O -0.075 -3.964 1.960
C 1.624 -3.226 -0.156
C 1.719 -1.829 0.469
C 2.101 -1.860 1.951
C 0.999 -1.260 2.856
S 3.539 -0.949 2.103
O 3.530 0.414 1.611
O 4.731 -1.693 1.785
F 3.601 -0.765 3.697
O -0.701 -4.649 -0.407
C -1.549 -3.480 -0.471
C -2.705 -3.569 0.527
H 1.616 -6.043 3.619
H 1.220 -7.374 2.538
H 2.883 -7.181 3.173
H 2.556 -4.778 1.956
H 3.193 -6.155 1.061
H 1.319 -3.165 -1.207
H 2.607 -3.695 -0.138
H 0.783 -1.287 0.298
H 2.470 -1.291 -0.120
H 0.065 -1.247 2.295
H 1.212 -0.246 3.204
H 0.837 -1.889 3.732
H -0.955 -2.600 -0.222
H -1.882 -3.364 -1.499
H -2.541 -4.424 1.174
H -2.674 -2.690 1.165
H -3.666 -3.653 0.024
C -3.832 3.158 -0.370
O -3.647 2.744 0.967
C -3.838 1.349 1.157
C -2.526 0.607 1.237
O -1.835 0.617 -0.002
C -0.723 1.498 -0.016
H -3.531 4.203 -0.432
H -3.221 2.570 -1.061
H -4.885 3.077 -0.663
H -4.450 0.934 0.349
H -4.382 1.218 2.098
H -2.724 -0.441 1.485
H -1.898 1.023 2.030
H 0.077 1.122 0.630
H -1.007 2.505 0.308
H -0.353 1.546 -1.040
C 1.403 6.518 -4.369
O 0.579 6.659 -3.229
C -0.574 5.833 -3.260
C -0.412 4.603 -2.397
O 0.570 3.724 -2.916
C 1.801 3.766 -2.213
H 2.315 7.083 -4.182
H 1.664 5.472 -4.550
H 0.912 6.926 -5.259
H -0.803 5.534 -4.288
H -1.414 6.425 -2.884
H -1.361 4.057 -2.374
H -0.164 4.894 -1.371
H 1.695 3.337 -1.212
H 2.180 4.788 -2.130
H 2.515 3.165 -2.773